Entry from OMol25: a 10-piece molecular cluster, C52H134N10O16 overall in a non-equilibrium geometry (ωB97M-V/def2-TZVPD).

Structure (ORCA input):
```
! wB97M-V def2-TZVPD RIJCOSX def2/J DEFGRID3
* xyz 0 1
O 10.262 -2.567 0.857
O 2.954 -5.875 -1.119
O 2.189 -3.252 5.687
O 6.075 -1.243 1.297
O -12.809 7.868 -0.819
O -3.184 1.760 0.428
O -8.673 3.850 1.501
O 1.526 -1.301 1.601
O 4.739 4.522 -1.640
O -7.567 5.216 -4.254
O 0.328 0.603 -6.006
O 3.560 0.390 -1.183
O 6.169 -9.896 0.387
O -5.525 0.241 3.609
O -2.061 3.091 -3.452
O -0.850 -3.748 -0.464
N 1.183 -1.820 -2.837
N 7.525 -4.049 -0.663
N 2.368 2.970 -2.121
N -0.388 1.803 1.647
N -9.863 5.805 -0.124
N 2.535 -3.601 8.535
N 5.759 -8.043 -2.226
N -0.727 -1.682 -5.115
N -5.759 3.241 -3.718
N -5.084 0.179 7.229
C 10.906 -1.655 0.012
C -1.666 -0.498 -5.122
C -6.871 6.384 -4.497
C -10.493 4.494 0.107
C 6.213 -0.618 2.553
C 6.679 -8.053 -1.096
C -0.311 -2.608 -1.136
C 2.360 4.130 -1.217
C 7.123 -2.116 0.946
C 1.234 0.047 1.221
C 2.852 -1.676 1.394
C 3.235 -0.452 -2.295
C -4.682 -0.424 2.710
C 2.462 3.612 0.253
C 3.460 5.134 -1.544
C -6.242 4.088 -2.622
C 8.901 -3.694 -0.976
C 3.656 -5.110 -0.143
C 3.458 -3.086 6.286
C 5.780 5.478 -1.781
C -0.156 0.382 1.869
C -5.003 0.743 4.850
C -3.328 3.735 -3.504
C -1.990 1.621 -0.321
C -2.411 -0.588 -3.804
C -14.211 7.814 -1.036
C -3.451 3.109 0.704
C 1.715 -0.564 -2.302
C 2.205 -4.047 4.520
C 4.945 -6.824 -2.321
C -7.165 0.702 6.143
C 7.020 -9.484 -0.663
C 6.687 -2.903 -0.315
C 3.205 -2.552 7.729
C -0.981 4.019 -3.421
C 4.546 -2.315 8.420
C 9.882 -3.780 0.261
C -12.034 6.705 -0.992
C -5.801 0.023 5.924
C -7.634 4.638 -2.955
C 1.198 1.695 -5.994
C -0.844 0.816 -5.229
C 3.695 -7.055 -1.457
C -10.857 6.885 -0.053
C -4.440 2.654 -3.556
C 0.084 -4.381 0.412
C -7.696 2.868 1.794
C 4.944 0.580 -0.961
C -9.431 3.462 0.365
C 6.576 -9.437 1.668
C -0.738 2.253 0.326
C 0.968 -2.945 -1.928
H 6.692 5.059 -2.209
H -0.622 4.261 -4.424
H 5.518 6.259 -2.499
H 1.275 -3.876 3.981
H 6.552 -1.337 3.306
H -14.523 7.605 -2.063
H 0.846 -3.635 0.646
H -1.800 0.568 -0.510
H 10.364 -1.424 -0.910
H 0.722 -3.915 -2.356
H -5.930 3.681 -4.609
H 6.613 -2.149 -1.118
H 3.332 -5.496 0.834
H 2.141 0.645 1.336
H -3.140 0.225 -3.790
H -14.646 7.037 -0.396
H -7.575 0.366 7.095
H 7.003 0.142 2.576
H -2.857 -1.578 -3.703
H -9.867 2.463 0.446
H 4.730 -5.305 -0.128
H 3.270 5.666 -2.482
H 3.716 -1.420 -2.108
H -0.143 0.124 2.927
H -9.249 5.800 0.687
H 1.499 -0.682 -1.240
H 5.816 -9.658 2.414
H 9.254 -4.394 -1.739
H -4.240 2.057 -2.664
H 5.179 -3.193 8.268
H -0.778 3.341 0.264
H 3.083 -1.881 0.337
H 5.263 -8.922 -2.233
H -5.553 4.916 -2.428
H 7.559 -9.842 1.904
H 5.275 -0.147 2.829
H -11.107 4.578 1.018
H 5.032 1.517 -0.412
H 6.010 5.818 -0.771
H -12.666 5.820 -0.824
H 1.256 2.101 -4.974
H -8.151 2.054 2.362
H -5.146 1.144 7.533
H 11.077 -0.703 0.512
H -14.446 8.812 -0.669
H 3.912 -7.583 -0.524
H 0.545 -5.244 -0.073
H 1.345 4.534 -1.250
H -3.316 4.367 -4.398
H 3.204 -4.340 8.738
H 5.091 -1.461 8.012
H 2.967 -7.616 -2.043
H 0.137 1.993 -0.284
H -2.720 3.507 1.413
H 3.100 3.169 -2.806
H 1.052 -0.019 0.139
H -8.838 3.491 -0.560
H -5.638 -0.321 7.915
H 11.882 -2.078 -0.263
H -10.305 7.815 -0.173
H -11.277 6.888 0.963
H -7.120 2.471 0.954
H -1.265 4.947 -2.915
H -3.435 3.734 -0.200
H -4.042 -1.240 3.094
H -6.870 6.590 -5.568
H -8.484 3.969 -2.848
H -7.073 1.780 6.278
H 7.365 -2.914 1.653
H -0.996 -0.180 1.450
H 1.744 -2.184 -3.601
H 6.845 -10.128 -1.530
H 9.311 -4.351 0.989
H 3.591 -0.931 1.711
H -11.053 4.120 -0.754
H -4.451 3.249 1.115
H 5.623 -3.148 -0.278
H -5.948 -1.005 5.604
H 0.807 2.571 -6.537
H 5.487 0.664 -1.908
H -7.180 7.269 -3.929
H -3.936 0.488 4.833
H -4.358 2.011 -4.434
H 8.063 -9.715 -0.425
H 8.956 -2.738 -1.510
H -2.280 -0.658 -6.009
H -1.996 2.189 -1.259
H 7.608 -7.497 -1.294
H 2.793 2.132 -1.716
H -0.212 3.491 -2.855
H -0.570 2.272 2.515
H 5.507 -5.926 -2.077
H 4.015 -2.460 5.584
H 1.535 3.065 0.391
H 6.590 -8.341 1.658
H 1.312 0.346 -2.744
H -4.958 1.836 4.868
H -3.486 4.273 -2.563
H 3.839 -4.076 6.572
H -11.787 6.486 -2.043
H -0.360 -4.767 1.328
H 2.594 -1.652 7.776
H -0.326 -1.644 -4.158
H 5.372 -0.232 -0.366
H 4.364 -2.123 9.476
H -0.495 0.972 -4.198
H 10.711 -4.416 -0.068
H 3.396 -4.055 -0.160
H 3.482 5.866 -0.729
H -7.774 0.424 5.277
H 6.313 -7.401 -0.288
H -6.932 3.292 2.450
H 2.234 -5.110 4.778
H 7.091 -4.675 -1.317
H 0.100 -1.275 -5.564
H -1.808 -0.502 -2.900
H -1.299 1.693 -5.694
H 3.127 -2.603 1.900
H -5.334 -0.846 1.953
H 2.202 1.569 -6.392
H -7.907 5.487 -2.314
H 4.640 -6.750 -3.364
H 1.836 -3.041 -1.262
H 7.971 -1.508 0.647
H 3.705 0.040 -3.155
H -0.324 -1.738 -0.471
H -1.077 -2.365 -1.868
H 2.555 4.542 0.823
H 3.021 -3.880 3.813
H -6.285 3.465 -1.725
H 1.897 -4.047 7.873
H -3.819 0.162 2.369
H -5.797 6.249 -4.280
H 3.421 3.137 0.456
*
```

## Properties
- SMILES string: COC[C@H](C)N.COC[C@H](C)N.COC[C@H](C)N.COC[C@H](C)N.COCCNCCOC.COCCNCCOC.COCCNCCOC.COCCNCCOC.COCCNCCOC.COCCNCCOC
- Kohn-Sham gap: 8.5221 eV
- ΔE to the lowest compared entry with this formula, charge and spin: 661.6 kJ/mol